Record 1
Entry from OMol25: C3H4F6O7S2Tl as an isolated structure in a non-equilibrium geometry (ωB97M-V/def2-TZVPD).

Kohn-Sham gap (alpha / beta)	8.71 / 4.05	eV
<S²>	0.764
lowest unoccupied orbital energy (alpha / beta)	-0.0448 / -0.1932	Ha

Structure (ORCA input):
```
! wB97M-V def2-TZVPD RIJCOSX def2/J DEFGRID3
* xyz 0 2
Tl -6.241 4.307 -11.328
C -4.514 8.484 -14.337
F -3.791 8.512 -13.154
F -5.605 9.286 -14.229
F -3.674 8.933 -15.267
S -4.971 6.656 -14.867
O -3.710 6.014 -15.333
O -5.481 5.897 -13.714
O -6.037 6.821 -15.904
C -3.914 0.912 -14.904
F -3.627 -0.281 -14.381
F -3.259 1.037 -16.050
F -5.289 0.966 -15.163
S -3.398 2.374 -13.722
O -4.646 2.951 -13.180
O -2.476 1.813 -12.797
O -2.764 3.376 -14.588
C -3.374 2.721 -9.287
O -4.213 2.357 -10.358
H -2.549 3.361 -9.599
H -3.818 3.216 -8.423
H -2.946 1.830 -8.827
H -3.786 1.709 -10.923
*
```



Record 2
Entry from OMol25: C19H32Cl2LuN3O5 as an isolated structure in a non-equilibrium geometry (ωB97M-V/def2-TZVPD).

Kohn-Sham gap (alpha / beta)	5.72 / 2.82	eV
lowest unoccupied orbital energy (alpha / beta)	-0.0338 / -0.0337	Ha

Structure (ORCA input):
```
! wB97M-V def2-TZVPD RIJCOSX def2/J DEFGRID3
* xyz 0 1
O 1.173 -1.112 -1.420
C 2.357 -0.943 -1.794
C 2.848 -1.559 -3.034
C 2.144 -2.694 -3.492
H 1.256 -3.013 -2.942
C 2.599 -3.345 -4.639
H 2.067 -4.226 -4.998
C 3.744 -2.903 -5.317
H 4.150 -3.474 -6.156
C 4.343 -1.693 -4.949
H 5.154 -1.272 -5.546
C 3.908 -1.017 -3.805
H 4.318 -0.051 -3.522
H 3.003 -0.214 -1.210
C 3.604 -1.441 0.867
C 2.864 -0.217 0.601
H 4.211 -1.382 1.772
H 4.322 -1.629 0.048
H 2.927 -2.289 0.958
C 2.319 0.726 1.333
C 2.683 0.909 2.809
H 1.600 1.475 0.968
H 3.744 0.654 2.936
H 2.122 0.231 3.474
H 2.542 1.945 3.158
Lu -0.467 -0.141 -0.460
Cl -0.961 -2.691 0.102
Cl 0.965 1.711 -1.904
C -0.798 -1.095 2.630
O -0.596 -0.242 1.721
N -1.605 -0.872 3.652
C -2.357 0.388 3.817
C -1.663 -1.832 4.740
H -0.352 -2.099 2.604
H -2.153 1.047 2.968
H -2.036 0.852 4.763
H -3.438 0.167 3.872
H -0.985 -2.664 4.524
H -2.674 -2.237 4.859
H -1.356 -1.349 5.673
H -1.704 5.189 1.486
H -1.954 5.668 -1.453
C -0.901 4.547 1.121
C -1.039 5.063 -1.368
N -1.153 4.122 -0.256
H -0.839 3.655 1.743
C -1.267 2.832 -0.544
O -1.098 1.896 0.287
H -0.918 4.488 -2.305
H -1.473 2.591 -1.602
H 0.035 5.108 1.188
H -0.169 5.720 -1.228
N -5.291 -1.555 -0.345
C -3.826 -1.263 -0.238
C -3.517 -0.447 -1.502
O -4.467 -0.236 -2.274
O -2.297 -0.071 -1.637
H -5.565 -0.932 -1.163
H -5.786 -1.363 0.532
H -5.450 -2.548 -0.547
H -3.625 -0.683 0.677
H -3.224 -2.190 -0.232
*
```



Record 3
Entry from OMol25: one molecule with the formula C4H6N2 in a non-equilibrium geometry (ωB97M-V/def2-TZVPD).

Kohn-Sham gap	9.35	eV
ΔE to the lowest compared entry with this formula, charge and spin	221.5	kJ/mol
SMILES string	Cc1ncc[nH]1
lowest unoccupied orbital energy	0.0293	Ha

Structure (ORCA input):
```
! wB97M-V def2-TZVPD RIJCOSX def2/J DEFGRID3
* xyz 0 1
C -1.957 -0.148 0.048
C -0.436 -0.131 -0.140
N 0.270 -1.276 -0.100
C 1.608 -0.918 0.088
C 1.703 0.438 0.080
N 0.438 0.954 -0.060
H -2.216 -0.068 1.352
H -2.392 -1.236 -0.452
H -2.238 0.956 -0.553
H 2.314 -1.738 -0.073
H 2.567 1.177 -0.135
H 0.341 1.990 -0.055
*
```



Record 4
Entry from OMol25: C19H16MnN3O6 as an isolated structure (ωB97M-V/def2-TZVPD).

Kohn-Sham gap (alpha / beta)	7.06 / 7.73	eV
ΔE to the lowest compared entry with this formula, charge and spin	0.0	kJ/mol
<S²>	6.078
lowest unoccupied orbital energy (alpha / beta)	-0.3077 / -0.2836	Ha

Structure (ORCA input):
```
! wB97M-V def2-TZVPD RIJCOSX def2/J DEFGRID3
* xyz 2 5
Mn -0.062 0.360 0.282
O 1.626 -0.404 -3.827
C 1.271 -0.147 -2.592
O 0.255 0.429 -2.253
C 2.253 -0.581 -1.561
C 3.515 -1.077 -1.811
C 4.407 -1.186 -0.743
C 4.035 -0.710 0.503
C 2.746 -0.227 0.657
N 1.853 -0.238 -0.329
C 2.243 0.501 1.865
O 2.855 0.702 2.859
O 0.985 0.969 1.654
H 0.985 -0.023 -4.452
H 3.805 -1.335 -2.819
H 5.401 -1.578 -0.906
H 4.714 -0.675 1.345
O -6.442 -1.719 -1.351
C -5.405 -1.997 -2.255
C -4.118 -1.502 -1.665
C -2.886 -1.945 -2.131
C -1.732 -1.431 -1.587
N -1.734 -0.520 -0.600
C -2.929 -0.128 -0.105
C -4.125 -0.581 -0.623
C -2.842 0.790 1.040
C -3.941 1.286 1.705
C -3.760 2.084 2.832
C -4.936 2.633 3.583
O -6.105 2.323 2.872
C -2.461 2.339 3.248
C -1.398 1.824 2.538
N -1.578 1.065 1.442
H -7.283 -2.010 -1.721
H -5.551 -1.479 -3.212
H -5.311 -3.067 -2.470
H -2.816 -2.693 -2.909
H -0.770 -1.778 -1.929
H -5.070 -0.257 -0.217
H -4.944 1.067 1.376
H -4.795 3.714 3.703
H -4.932 2.187 4.586
H -6.873 2.661 3.345
H -2.258 2.943 4.122
H -0.379 2.016 2.834
*
```



Record 5
Entry from OMol25: a 6-piece molecular cluster, C36H85N overall in a non-equilibrium geometry (ωB97M-V/def2-TZVPD).

Kohn-Sham gap	9.17	eV
ΔE to the lowest compared entry with this formula, charge and spin	186.2	kJ/mol
SMILES string	CCN(CC)CC.CCCCCC.CCCCCC.CCCCCC.CCCCCC.CCCCCC
lowest unoccupied orbital energy	0.0310	Ha

Structure (ORCA input):
```
! wB97M-V def2-TZVPD RIJCOSX def2/J DEFGRID3
* xyz 0 1
C 4.072 -0.567 -3.009
C 4.044 0.663 -2.076
N 3.707 1.898 -2.936
C 3.065 2.926 -2.182
C 3.765 3.292 -0.886
C 4.836 2.387 -3.721
C 4.323 3.081 -4.984
H 4.112 -1.386 -2.389
H 4.769 -0.722 -3.697
H 3.096 -0.760 -3.351
H 4.998 0.921 -1.524
H 3.212 0.431 -1.372
H 1.947 2.597 -2.158
H 3.052 3.695 -2.893
H 3.989 2.563 -0.052
H 3.172 4.138 -0.356
H 4.678 3.897 -1.115
H 5.351 1.676 -4.300
H 5.744 2.904 -3.416
H 3.962 4.084 -4.893
H 3.538 2.543 -5.528
H 5.076 3.496 -5.512
C 0.394 0.746 -5.113
C -0.408 0.003 -4.170
C -0.998 0.802 -2.917
C -1.609 -0.093 -1.855
C -0.572 -0.843 -1.018
C -1.045 -1.454 0.241
H -0.010 1.657 -5.618
H 0.802 0.099 -5.752
H 1.238 1.190 -4.537
H 0.177 -0.812 -3.766
H -1.232 -0.507 -4.721
H -1.625 1.549 -3.378
H -0.081 1.527 -2.554
H -2.281 -0.836 -2.120
H -2.068 0.694 -1.356
H 0.119 -0.026 -0.643
H -0.050 -1.589 -1.536
H -0.169 -1.908 0.779
H -1.711 -2.229 -0.015
H -1.478 -0.560 0.923
C -5.174 2.294 -0.694
C -6.622 2.835 -0.693
C -6.502 4.312 -0.742
C -7.921 4.903 -0.644
C -8.604 4.653 0.678
C -10.019 5.362 0.713
H -4.473 2.708 -1.479
H -4.982 1.283 -1.346
H -4.483 2.255 0.368
H -7.056 2.339 0.002
H -6.951 2.551 -1.606
H -5.952 4.992 -1.427
H -6.005 4.495 0.031
H -8.580 4.598 -1.412
H -7.695 6.030 -0.664
H -7.952 4.923 1.653
H -9.081 3.639 0.829
H -10.408 5.160 -0.248
H -9.946 6.370 0.643
H -10.664 4.979 1.550
C 2.497 -4.204 -1.691
C 2.048 -4.165 -0.193
C 2.751 -3.009 0.582
C 4.218 -3.419 0.824
C 4.926 -2.495 1.822
C 6.446 -2.816 1.713
H 2.191 -5.265 -2.105
H 3.486 -4.025 -1.510
H 2.001 -3.408 -2.210
H 2.278 -5.130 0.259
H 1.016 -3.883 -0.147
H 2.241 -3.083 1.586
H 2.544 -2.104 0.070
H 4.610 -3.135 -0.115
H 4.306 -4.360 1.147
H 4.685 -2.336 2.772
H 4.944 -1.535 1.532
H 6.970 -2.746 0.802
H 6.742 -3.786 2.176
H 6.903 -2.155 2.403
C -1.931 3.855 0.506
C -1.338 2.928 1.439
C 0.175 2.570 1.315
C 0.661 1.596 2.403
C 2.082 1.097 2.187
C 2.801 0.695 3.410
H -2.877 4.366 0.725
H -2.237 3.402 -0.415
H -1.282 4.577 0.150
H -1.876 2.046 1.134
H -1.434 3.275 2.411
H 0.526 3.512 1.432
H 0.277 2.168 0.261
H 0.045 0.700 2.672
H 0.737 2.228 3.372
H 2.762 2.043 2.117
H 2.302 0.214 1.573
H 3.732 -0.033 3.181
H 2.014 0.080 3.929
H 3.069 1.601 3.844
C -2.869 -6.135 1.530
C -1.625 -5.132 1.856
C -1.352 -5.185 3.325
C -0.040 -4.461 3.665
C 0.384 -4.547 4.984
C 1.807 -3.851 5.280
H -3.794 -5.976 1.937
H -2.992 -7.153 2.019
H -3.080 -6.228 0.361
H -1.998 -4.046 1.416
H -0.667 -5.363 1.371
H -1.353 -6.143 3.565
H -2.211 -4.765 3.902
H 0.049 -3.450 3.204
H 0.554 -4.853 3.023
H 0.369 -5.731 5.467
H -0.340 -3.994 5.599
H 1.600 -2.777 4.986
H 2.671 -4.244 4.740
H 2.004 -3.667 6.399
*
```



Record 6
Entry from OMol25: a 2-piece molecular cluster, C11H21N6O10P3S overall in a non-equilibrium geometry (ωB97M-V/def2-TZVPD).

Kohn-Sham gap	4.43	eV
lowest unoccupied orbital energy	-0.0654	Ha

Structure (ORCA input):
```
! wB97M-V def2-TZVPD RIJCOSX def2/J DEFGRID3
* xyz 0 1
C -0.590 4.494 0.842
C -0.575 3.000 0.912
O -1.233 2.325 1.675
N 0.271 2.339 -0.027
C -0.520 1.517 -0.953
C 0.309 1.128 -2.166
C 1.512 0.262 -1.785
C 1.205 -1.231 -1.701
N 0.520 -1.560 -0.436
C 1.091 -1.701 0.755
C 2.539 -1.554 1.043
P 3.541 -2.922 0.399
O 4.018 -2.676 -0.962
O 2.624 -4.211 0.583
O 4.748 -3.141 1.422
N 0.209 -1.970 1.712
C -0.959 -1.986 1.088
N -2.147 -2.136 1.693
N -2.173 -2.342 3.058
C -3.255 -2.330 3.631
S -4.648 -2.397 4.299
N -0.839 -1.766 -0.242
P -2.115 -1.670 -1.473
P -3.119 -3.647 -1.411
O -4.548 -3.349 -1.497
O -2.705 -4.524 -0.143
O -2.491 -4.440 -2.636
H -0.168 4.907 1.755
H -0.045 4.863 -0.019
H -1.632 4.809 0.789
H 0.752 3.064 -0.552
H -1.413 2.058 -1.284
H -0.844 0.650 -0.379
H -0.343 0.565 -2.845
H 0.611 2.013 -2.725
H 1.933 0.604 -0.840
H 2.284 0.370 -2.548
H 2.115 -1.826 -1.751
H 0.588 -1.518 -2.549
H 2.625 -1.505 2.128
H 2.942 -0.625 0.641
H 3.179 -4.968 0.824
H 4.751 -2.551 2.185
H -3.027 -2.071 1.203
H -1.365 -1.877 -2.641
H -3.429 -4.497 0.502
H -2.687 -5.389 -2.578
C 0.748 7.692 0.281
O 0.703 8.751 -0.360
O 0.050 7.732 1.528
O 1.277 6.599 0.035
H -0.275 8.639 1.517
*
```



Record 7
Entry from OMol25: a 2-piece molecular cluster, C12H10O2 overall in a non-equilibrium geometry (ωB97M-V/def2-TZVPD).

Kohn-Sham gap	8.44	eV
ΔE to the lowest compared entry with this formula, charge and spin	798.3	kJ/mol
lowest unoccupied orbital energy	0.0072	Ha

Structure (ORCA input):
```
! wB97M-V def2-TZVPD RIJCOSX def2/J DEFGRID3
* xyz 0 1
C -1.810 -0.041 -0.314
C -2.682 0.291 -1.462
C -2.098 0.486 -2.806
C -0.777 0.687 -2.749
C 0.050 0.506 -1.706
C -0.517 0.207 -0.458
C 0.437 0.088 0.560
C 0.781 1.318 1.278
C 1.866 1.021 2.272
C 2.385 -0.277 2.500
C 2.320 -1.411 1.603
C 0.938 -1.150 0.943
H -1.889 0.013 1.702
H -3.882 0.272 -1.637
H -2.576 0.294 -3.785
H 0.002 0.981 -3.740
H 1.225 0.479 -1.817
H 0.349 2.336 0.900
H 1.998 1.933 2.931
H 3.483 -0.807 2.939
H 3.287 -2.486 1.270
H -0.613 -1.991 -0.027
O -2.466 -0.486 0.971
O 0.187 -2.261 0.628
*
```



Record 8
Entry from OMol25: a 4-piece molecular cluster, C20H31BClN3O15P3 overall in a non-equilibrium geometry (ωB97M-V/def2-TZVPD).

Kohn-Sham gap	4.20	eV
lowest unoccupied orbital energy	-0.2238	Ha

Structure (ORCA input):
```
! wB97M-V def2-TZVPD RIJCOSX def2/J DEFGRID3
* xyz 1 1
C 8.369 -0.606 0.384
C 8.477 0.532 -0.591
C 7.505 0.773 -1.890
O 6.225 1.408 -1.544
C 5.174 0.906 -2.489
O 5.365 0.843 -3.822
C 3.733 0.495 -1.749
C 3.528 -0.875 -0.871
Cl 4.974 -2.065 -0.673
C 2.031 -1.136 -0.194
B 1.898 -2.574 0.657
O 2.130 -2.497 2.124
N 1.553 -3.869 -0.101
C 1.446 -3.616 -1.600
C 2.755 -4.829 0.013
N 0.853 -0.153 -0.352
P -0.662 -0.617 0.477
N -1.323 -1.823 -0.393
C 1.031 1.130 -1.190
P -0.518 2.250 -1.369
O -0.526 3.365 -0.210
C 2.444 1.549 -1.910
P 2.779 3.117 -2.946
O 2.926 2.787 -4.649
O 1.678 4.417 -2.595
H 7.878 -0.460 1.439
H 8.835 -1.658 0.134
H 9.378 1.282 -0.402
H 8.072 1.530 -2.607
H 7.374 -0.251 -2.466
H 2.491 -3.395 2.405
H 0.534 -2.954 -1.914
H 2.443 -3.179 -2.050
H 1.278 -4.676 -2.121
H 2.413 -5.926 0.286
H 3.315 -4.902 -1.032
H 3.577 -4.411 0.770
H -0.369 -1.004 1.864
H -1.650 0.427 0.564
H -1.381 -2.685 0.222
H -0.469 2.904 -2.655
H -1.777 1.541 -1.308
H 2.630 1.847 -4.878
H 1.605 4.946 -3.465
C -5.424 -3.922 -1.326
C -4.776 -4.741 -2.395
O -3.528 -5.089 -1.827
C -3.675 -5.017 -0.471
O -2.849 -5.414 0.333
O -4.867 -4.443 -0.134
H -6.513 -4.026 -1.323
H -5.169 -2.859 -1.401
H -5.333 -5.658 -2.614
H -4.637 -4.179 -3.323
C -1.009 4.484 2.904
C -2.225 5.325 2.683
O -3.237 4.622 3.379
C -2.613 3.867 4.330
O -3.191 3.265 5.220
O -1.259 3.872 4.155
H -0.092 5.079 2.940
H -0.897 3.703 2.144
H -2.126 6.325 3.118
H -2.478 5.421 1.624
C -5.549 2.033 2.234
C -6.178 2.812 3.343
O -7.564 2.652 3.108
C -7.713 1.504 2.385
O -8.786 0.971 2.151
O -6.507 1.028 1.958
H -4.594 1.587 2.527
H -5.398 2.635 1.332
H -5.937 2.404 4.330
H -5.900 3.870 3.318
*
```



Copy entry 1 word for word.
Entry from OMol25: C3H4F6O7S2Tl as an isolated structure in a non-equilibrium geometry (ωB97M-V/def2-TZVPD).

Kohn-Sham gap (alpha / beta)	8.71 / 4.05	eV
<S²>	0.764
lowest unoccupied orbital energy (alpha / beta)	-0.0448 / -0.1932	Ha

Structure (ORCA input):
```
! wB97M-V def2-TZVPD RIJCOSX def2/J DEFGRID3
* xyz 0 2
Tl -6.241 4.307 -11.328
C -4.514 8.484 -14.337
F -3.791 8.512 -13.154
F -5.605 9.286 -14.229
F -3.674 8.933 -15.267
S -4.971 6.656 -14.867
O -3.710 6.014 -15.333
O -5.481 5.897 -13.714
O -6.037 6.821 -15.904
C -3.914 0.912 -14.904
F -3.627 -0.281 -14.381
F -3.259 1.037 -16.050
F -5.289 0.966 -15.163
S -3.398 2.374 -13.722
O -4.646 2.951 -13.180
O -2.476 1.813 -12.797
O -2.764 3.376 -14.588
C -3.374 2.721 -9.287
O -4.213 2.357 -10.358
H -2.549 3.361 -9.599
H -3.818 3.216 -8.423
H -2.946 1.830 -8.827
H -3.786 1.709 -10.923
*
```